Record 1
Below is C5H4N2O in the gas phase in a non-equilibrium geometry, with properties calculated with ωB97M-V/def2-TZVPD.

XYZ file:
```
12
Properties=species:S:1:pos:R:3:forces:R:3
C -0.7361 2.7609 0.0770 -0.94 1.80 0.47
C -0.1668 1.6984 0.0572 0.29 0.36 0.13
C 0.6003 0.5153 0.0113 6.09 0.05 -0.44
C 0.2971 -0.8091 -0.2343 -0.27 0.46 1.04
C -1.0851 -1.4157 0.0054 3.62 -2.35 0.27
N 2.2651 0.4872 0.0468 -6.41 -0.29 -0.42
N 1.3774 -1.5617 -0.3011 -0.21 -0.73 -0.36
O 2.4520 -0.7990 -0.1675 0.27 0.87 0.21
H -1.2525 3.7757 0.1991 1.11 -2.34 -0.39
H -1.2742 -2.1309 -0.8681 -0.41 1.01 1.62
H -0.7915 -1.9576 1.0271 -1.62 0.76 -2.20
H -1.6858 -0.5634 0.1472 -1.51 0.39 0.07
```
Positions in Å, forces in eV/Å.

Values from the calculation:
Calculated total energy, eV: -10270.87393
Structure (SMILES): C#Cc1nonc1C
LUMO level (alpha / beta), hartree: -0.0150 / -0.0151

=====

Record 2
Below is 7 unconnected molecules or ions with the total composition C15H32ClFIN7O15 in a non-equilibrium geometry, with properties calculated with ωB97M-V/def2-TZVPD.

XYZ file:
```
72
Properties=species:S:1:pos:R:3:forces:R:3
C 0.6362 -0.1541 2.5844 1.07 0.89 0.89
C 0.4211 1.3223 1.9591 0.83 -1.07 0.25
C -0.5417 1.3819 0.6685 1.39 0.83 0.88
I -1.3268 -0.6230 0.1367 0.18 1.19 -0.12
C -1.6630 2.5227 0.6804 -0.57 -0.49 -1.49
N -2.0921 2.6936 -0.7336 0.33 0.44 0.96
O -1.0980 3.7906 1.1803 -0.35 -0.07 2.28
C -1.6114 4.0506 2.5164 0.90 0.79 0.44
O -1.4782 5.0611 3.2204 -0.24 -4.73 -3.20
O -2.2817 2.8039 2.8905 -0.44 1.46 -0.64
C -2.9330 2.4651 1.6476 0.86 0.93 -0.56
Cl -3.7724 4.1001 1.2401 -1.09 -1.10 -0.25
C -4.0107 1.2939 1.5750 -0.51 0.08 0.88
F -3.5690 0.2590 2.5104 -0.58 1.54 -1.68
C -5.4968 1.6795 2.0184 -0.32 -1.24 -0.05
C -6.4260 0.3465 1.8030 -0.36 1.11 -0.24
H -0.3066 -0.6017 3.0439 1.21 0.62 -0.95
H 1.1666 -0.8796 1.8714 -1.10 1.06 0.98
H 1.3742 -0.0049 3.4668 -1.19 -0.27 -1.38
H 1.4791 1.6690 1.6370 -1.78 -0.41 0.39
H 0.1216 1.9973 2.8261 0.07 -0.82 -1.39
H 0.1509 1.6323 -0.2244 -1.60 -0.50 1.58
H -2.6542 1.8943 -1.0567 0.62 0.47 0.24
H -1.2629 2.8199 -1.3319 -0.66 -0.33 0.37
H -4.0765 0.8724 0.5003 0.58 0.55 1.81
H -5.9939 2.4845 1.3688 1.34 -0.98 1.16
H -5.4711 1.9486 3.1329 -0.10 -0.09 -1.75
H -7.4010 0.6848 1.2794 1.53 -0.61 0.91
H -6.7192 -0.1011 2.8090 0.62 0.27 -1.55
H -5.9115 -0.3762 1.0862 -0.70 0.71 1.27
C 0.1898 -4.7415 -1.8226 -0.43 0.07 -0.08
N -0.8696 -3.7288 -2.0712 -0.17 -0.05 0.08
O -1.0554 -3.3796 -3.2272 -0.08 0.01 0.53
O -1.4802 -3.3164 -1.0986 0.09 -0.26 -0.63
H 0.6424 -5.0128 -2.7688 -0.31 0.20 0.19
H 0.9226 -4.2918 -1.1595 -0.38 -0.06 0.00
H -0.2858 -5.6064 -1.3597 0.00 0.15 0.06
C -2.5225 -1.4446 -5.4714 0.06 -0.29 -0.13
N -3.5664 -0.4212 -5.2023 -0.21 0.17 -0.03
O -4.5810 -0.4623 -5.8807 0.38 0.17 0.42
O -3.3308 0.3875 -4.3193 -0.23 -0.35 -0.45
H -2.8651 -2.0925 -6.2763 -0.05 0.18 0.11
H -1.6133 -0.9184 -5.7603 -0.07 -0.03 0.19
H -2.3756 -2.0138 -4.5541 0.11 0.19 -0.05
C 4.6102 -5.7513 -2.7280 0.27 -0.20 -0.18
N 3.1725 -5.4250 -2.5405 0.01 0.15 0.13
O 2.3690 -6.0310 -3.2314 0.51 0.23 0.33
O 2.9080 -4.5703 -1.7037 0.67 -0.71 -0.70
H 4.6986 -6.5191 -3.4945 -0.13 0.13 0.11
H 5.1167 -4.8375 -3.0367 -0.06 -0.06 0.18
H 4.9920 -6.1125 -1.7737 -0.04 0.18 -0.06
C 3.1941 3.5980 -1.8244 0.12 0.19 -0.07
N 2.1108 2.6965 -2.2960 0.12 -0.15 -0.38
O 2.3396 2.0082 -3.2756 -0.38 0.27 0.58
O 1.0645 2.7124 -1.6625 0.43 0.00 -0.49
H 4.0573 3.4802 -2.4755 -0.22 -0.08 0.10
H 2.8142 4.6184 -1.8680 -0.05 -0.14 0.11
H 3.4394 3.3106 -0.8042 -0.13 0.11 -0.15
C -0.6025 -2.1158 6.0671 -0.07 0.32 0.14
N 0.1857 -2.8993 5.0803 0.26 -0.15 -0.25
O 1.0614 -2.3099 4.4681 -0.34 -0.60 0.38
O -0.1036 -4.0783 4.9555 0.19 0.57 0.00
H -0.2385 -1.0898 6.0717 0.01 -0.18 -0.09
H -1.6465 -2.1534 5.7578 0.11 -0.11 0.08
H -0.4618 -2.5798 7.0426 -0.11 -0.05 -0.15
C 7.8211 3.3428 -0.0932 0.33 0.14 0.05
N 6.4251 3.5617 -0.5536 -0.14 0.15 -0.08
O 6.1387 4.6730 -0.9690 -0.08 -0.61 0.16
O 5.6646 2.6091 -0.4819 0.46 0.45 0.02
H 8.3797 4.2691 -0.2139 -0.19 -0.10 -0.02
H 7.7790 3.0513 0.9557 -0.04 -0.10 -0.16
H 8.2490 2.5510 -0.7070 -0.12 -0.01 0.15
```
Positions in Å, forces in eV/Å.

Values from the calculation:
Calculated total energy, eV: -80537.80238
Structure (SMILES): CC[C@@H](I)[C@]1(N)OC(=O)O[C@]1(Cl)[C@@H](F)CC.C[N+](=O)[O-].C[N+](=O)[O-].C[N+](=O)[O-].C[N+](=O)[O-].C[N+](=O)[O-].C[N+](=O)[O-]
LUMO level, hartree: -0.0198

=====

Record 3
Below is 2 unconnected molecules or ions with the total composition C3H9S in a non-equilibrium geometry, with properties calculated with ωB97M-V/def2-TZVPD.

XYZ file:
```
13
Properties=species:S:1:pos:R:3:forces:R:3
C 0.6024 0.7965 1.6556 2.98 0.43 -2.77
C 1.5713 0.2040 0.4245 -0.87 -0.18 0.14
H -0.4150 0.7150 1.3155 -0.47 -0.45 0.34
H 0.8521 1.8915 1.6763 -0.19 -0.84 0.49
H 0.9476 0.2644 2.5414 -0.61 0.15 0.25
H 1.4974 0.8477 -0.4970 0.26 -0.09 0.96
H 2.6902 0.0578 0.7033 -1.76 0.23 -0.22
H 1.0981 -0.7534 0.0238 0.89 0.73 0.84
C -1.6749 -0.8289 -1.6225 0.56 0.85 -0.46
S -3.4199 -0.5277 -1.0741 0.23 -0.03 -0.64
H -1.3191 -1.6730 -1.0514 0.40 -0.25 0.14
H -1.4200 -1.0355 -2.7090 -0.87 0.08 0.85
H -1.0103 0.0416 -1.3864 -0.55 -0.63 0.10
```
Positions in Å, forces in eV/Å.

Values from the calculation:
Calculated total energy, eV: -14087.93547
Net charge: -2
Spin multiplicity: 2
LUMO level (alpha / beta), hartree: 0.2294 / 0.2256

=====

Record 4
Below is C3H5NO2 in the gas phase in a non-equilibrium geometry, with properties calculated with ωB97M-V/def2-TZVPD.

XYZ file:
```
11
Properties=species:S:1:pos:R:3:forces:R:3
O -1.3287 -1.0783 0.4276 -0.16 -0.07 -0.17
C -0.5817 -0.3794 -0.5727 0.06 0.55 -0.21
C 0.4695 0.4103 0.2480 -0.81 0.62 0.45
O 1.0966 -0.4927 1.1207 -0.23 0.61 0.05
C 1.2924 1.4474 -0.3437 1.69 -0.06 -1.49
N 1.7970 2.4294 -0.6852 -0.21 -0.69 0.07
H -1.6619 -1.9184 0.0827 0.15 0.36 0.00
H -0.2212 -1.1055 -1.3291 0.39 0.62 0.51
H -1.1841 0.3785 -1.0674 -0.39 -0.14 -0.22
H -0.0174 1.3520 0.7025 -1.06 -2.03 1.04
H 0.3395 -1.0433 1.4165 0.56 0.22 -0.03
```
Positions in Å, forces in eV/Å.

Values from the calculation:
Calculated total energy, eV: -8775.26371
Structure (SMILES): N#C[C@H](O)CO
LUMO level, hartree: 0.0128

=====

Record 5
Below is a molecular structure, C19H18IN3O3SW in a non-equilibrium geometry, with properties calculated with ωB97M-V/def2-TZVPD.

XYZ file:
```
46
Properties=species:S:1:pos:R:3:forces:R:3
C 2.2658 3.3160 0.6016 -0.14 0.79 0.46
C 3.0217 2.0865 -0.0036 1.17 0.82 1.18
H 1.5059 3.8211 -0.0175 0.40 -0.33 0.31
H 3.0392 4.0937 0.7534 -0.38 -0.26 -0.31
H 1.8795 3.1866 1.6231 0.10 -0.49 -0.56
H 2.7965 1.5658 -0.9798 0.23 0.18 -0.01
H 3.9973 2.5058 -0.3101 -0.40 -0.49 -0.28
H 3.2746 1.3818 0.7913 -0.22 -0.30 -0.16
C -2.1829 1.5994 -0.8976 0.49 -0.28 -0.93
C -3.4598 1.5032 -1.4293 -0.21 0.11 0.18
C -3.7072 0.7056 -2.5518 0.13 0.15 0.18
C -2.6570 -0.0269 -3.0971 1.01 -0.02 0.22
H -1.9216 2.1676 -0.0068 -0.31 0.07 -0.16
H -4.2541 2.0639 -0.9419 0.07 -0.21 -0.15
H -4.7152 0.6414 -2.9714 0.41 0.00 0.16
H -2.7796 -0.7249 -3.9264 -0.22 0.34 0.26
N -1.1474 0.9792 -1.5052 -0.58 -0.31 0.08
C -1.3712 0.1172 -2.5459 -1.48 1.23 0.82
C -0.2278 -0.7026 -2.8269 1.32 -0.86 0.39
N 0.8746 -0.3779 -2.0454 0.34 -1.28 -0.86
C 1.9367 -1.2486 -2.0417 -0.87 0.19 -0.28
C 0.8157 -2.7387 -3.5896 0.15 0.36 0.26
C 1.9109 -2.4228 -2.7811 0.49 0.09 0.23
H 2.7685 -0.9716 -1.3958 -0.06 -0.19 -0.23
H 2.7684 -3.0955 -2.7140 -0.29 0.24 -0.05
C -0.2647 -1.8654 -3.6079 0.00 0.69 0.35
H -1.1761 -2.0717 -4.1673 0.38 -0.07 0.08
H 0.8186 -3.6615 -4.1650 -0.09 0.21 0.09
W 0.8632 1.2814 -0.8138 -2.04 -0.40 -0.08
I 0.8473 3.3516 -2.4775 -0.22 -0.49 -0.34
O -1.0701 -1.4267 0.0172 1.68 1.12 1.65
C -0.5065 -0.8844 0.9773 -1.82 -0.91 -1.81
N 0.1659 0.3720 0.8928 1.04 1.61 -0.64
S 0.2216 1.1298 2.4851 0.36 -0.92 1.44
O 1.5649 1.4673 2.9114 -0.95 0.10 -1.09
O -0.8428 2.0981 2.5691 0.87 -0.49 -0.68
C -0.1583 -0.3911 3.2734 0.28 -0.42 0.21
C -0.0098 -0.6636 4.6256 -0.22 0.22 -0.26
C -0.3679 -1.9446 5.0570 0.14 0.25 -0.27
C -0.8272 -2.9097 4.1445 0.01 0.14 0.13
C -0.9055 -2.6365 2.7819 0.17 0.24 -0.07
C -0.5020 -1.3662 2.3563 -0.67 -0.31 0.33
H 0.3784 0.1244 5.2671 -0.21 -0.34 0.19
H -0.2788 -2.1818 6.1133 -0.04 -0.06 -0.19
H -1.1162 -3.8864 4.5212 0.03 0.14 -0.10
H -1.2658 -3.3601 2.0479 0.21 0.15 0.32
```
Positions in Å, forces in eV/Å.

Values from the calculation:
Calculated total energy, eV: -51353.08506
Net charge: +2
Spin multiplicity: 3
LUMO level (alpha / beta), hartree: -0.3218 / -0.3157

=====

Record 6
Below is 2 unconnected molecules or ions with the total composition C2H7N5 in a non-equilibrium geometry, with properties calculated with ωB97M-V/def2-TZVPD.

XYZ file:
```
14
Properties=species:S:1:pos:R:3:forces:R:3
N 0.6374 0.0136 0.7315 -0.61 0.50 0.09
C -0.3313 0.9418 0.2929 1.26 0.25 1.28
C -0.0423 -1.2271 -1.6257 -0.49 -0.77 -0.36
N 1.9295 0.1372 0.1803 -0.21 -0.28 0.26
N -1.6032 0.6400 0.7730 -0.38 -0.49 -0.02
N -0.0934 2.0211 -0.3198 -0.32 0.10 -0.60
N -0.8283 -2.0849 -1.5084 0.34 0.23 0.11
H 0.2672 -0.8806 1.0508 0.41 0.18 -0.59
H 2.6036 -0.2950 0.8042 -0.18 0.23 -0.04
H 1.9820 -0.3138 -0.7323 -0.18 -0.10 0.09
H -1.6501 0.4703 1.7720 0.07 0.05 -0.24
H -2.2903 1.3155 0.4670 0.22 0.05 0.10
H 0.8740 2.0917 -0.6187 0.01 -0.22 0.05
H -1.4547 -2.8298 -1.2667 0.08 0.26 -0.14
```
Positions in Å, forces in eV/Å.

Values from the calculation:
Calculated total energy, eV: -9635.90281
LUMO level, hartree: 0.0353

=====

Record 7
Below is C8H15N3OSi in the gas phase in a non-equilibrium geometry, with properties calculated with ωB97M-V/def2-TZVPD.

XYZ file:
```
28
Properties=species:S:1:pos:R:3:forces:R:3
C 0.4251 1.9586 -0.3551 1.16 -0.66 0.81
C 1.8961 1.5736 -0.0788 -1.47 -0.18 -1.43
C -0.5375 1.1457 -0.4045 -0.59 -2.06 0.69
C 1.7405 -1.8712 -0.0399 1.24 -0.96 -0.09
C 2.8793 2.6015 0.1105 3.59 0.66 1.17
C -3.6423 0.8328 0.1874 1.83 2.87 -0.77
C -1.6569 -1.2362 1.4508 1.82 1.17 -1.15
C -1.8148 -1.2634 -1.6433 -1.45 0.32 1.52
N 2.1313 0.3724 -0.1541 2.68 -1.48 0.98
N 1.3248 -0.5820 -0.2102 -3.44 0.31 -0.38
N 3.1466 -1.9951 0.0270 -1.96 -1.34 -3.38
O 1.0499 -2.8682 0.0100 -0.75 0.55 -0.36
Si -1.9864 -0.0778 -0.1305 0.37 -2.06 0.36
H 0.4505 2.9913 -0.3219 -0.72 2.12 -0.22
H 2.8869 2.8698 1.2010 -0.18 0.57 -1.03
H 3.9977 2.2921 -0.0579 -2.28 -0.02 0.11
H 2.7371 3.4060 -0.5892 -0.23 0.80 0.21
H -3.5281 1.7912 0.8105 0.08 -1.64 -0.29
H -3.9485 1.3172 -0.7420 -0.07 -0.22 -0.42
H -4.4836 0.2919 0.5072 -0.78 -1.06 0.70
H -2.3858 -1.1586 2.2300 -0.38 0.50 0.54
H -1.4766 -2.3092 1.3091 -0.15 0.32 -0.68
H -0.6376 -0.8491 1.7584 -1.15 -0.39 0.24
H -1.4880 -0.9265 -2.5929 0.24 0.73 -0.80
H -1.1897 -2.0802 -1.3447 0.69 -0.30 0.40
H -2.7980 -1.7242 -1.7468 -0.25 -0.02 -0.27
H 3.5009 -1.5570 0.7646 2.10 2.70 3.49
H 3.4068 -2.9454 0.0453 0.04 -1.23 0.07
```
Positions in Å, forces in eV/Å.

Values from the calculation:
Calculated total energy, eV: -22930.50526
LUMO level (alpha / beta), hartree: -0.0359 / -0.0365

=====

Record 8
Below is C3H6N2O in the gas phase, with properties calculated with ωB97M-V/def2-TZVPD.

XYZ file:
```
12
Properties=species:S:1:pos:R:3:forces:R:3
N 1.7942 0.3704 -0.6559 0.11 0.04 0.03
C 0.9843 -0.6574 -0.2510 0.04 -0.10 0.01
O 1.1831 -1.8238 -0.5245 -0.06 0.44 0.05
N -0.0938 -0.2436 0.5513 0.20 -0.14 -0.04
C -1.4272 -0.6215 0.1611 -0.21 -0.17 0.01
C -1.0087 0.8121 0.1682 -0.09 0.23 -0.12
H 1.6594 1.2955 -0.2783 0.07 -0.22 0.02
H 2.7177 0.1210 -0.9759 -0.19 0.03 0.01
H -1.5341 -1.1146 -0.8047 0.03 0.11 0.20
H -2.0543 -1.0124 0.9576 0.05 0.10 -0.14
H -0.8549 1.3070 -0.7897 -0.04 -0.16 0.09
H -1.3361 1.4689 0.9716 0.10 -0.14 -0.10
```
Positions in Å, forces in eV/Å.

Values from the calculation:
Calculated total energy, eV: -8235.49020
Structure (SMILES): NC(=O)N1CC1
LUMO level, hartree: 0.0342